[1]
94
Properties=species:S:1:pos:R:3:lowdin_charge:R:1 method="wB97M-V/def2-TZVPD" e_homo_ev="-7.1 / -7.1" homo_lumo_gap_ev="6.40 / 6.32" s2=6.114 multiplicity=5 charge=0 e_above_lowest_kj_mol=34.1
Br -6.577 1.721 0.769 0.723
Mn -0.172 0.756 0.234 0.725
S -0.775 2.849 1.314 0.635
O -0.242 -5.737 0.992 -0.086
O -2.992 -1.010 2.836 -0.081
O -1.639 0.774 -0.987 -0.184
O 3.546 -1.832 3.089 -0.105
O -1.694 0.048 -3.094 0.062
N -0.174 5.857 -1.132 0.003
N -0.736 -1.081 0.960 0.059
N -0.525 -3.163 2.001 0.166
N -0.585 5.052 -0.135 0.035
N 1.257 -1.735 1.983 0.170
N 0.409 3.269 -1.178 0.075
N 0.692 2.070 -1.192 -0.026
C -6.522 0.641 -1.866 -0.130
C -5.743 1.101 -0.818 -0.677
C -4.548 -2.605 -0.021 -0.067
C -2.061 -1.532 0.635 -0.228
C -3.745 0.584 -2.022 -0.128
C 4.793 -1.970 3.744 -0.068
C -2.243 0.461 -2.086 -0.579
C 0.612 -3.894 4.046 -0.018
C 2.697 0.603 -4.558 -0.077
C -4.512 0.134 -3.090 -0.022
C -3.105 -1.484 1.561 -0.245
C -4.362 1.088 -0.885 -0.067
C -2.459 0.300 3.035 -0.070
C 2.260 6.449 -3.832 -0.095
C 2.241 5.411 -1.257 -0.047
C -5.895 0.166 -3.011 -0.071
C 1.764 0.281 -2.373 -0.019
C 3.740 1.592 1.772 -0.075
C -0.020 -1.955 1.636 -0.334
C 1.068 6.386 -3.120 -0.039
C 3.435 5.976 -3.274 -0.103
C 1.318 -6.178 4.255 -0.074
C 3.285 -0.639 2.469 -0.220
C 1.051 5.859 -1.834 -0.270
C 4.149 0.429 2.424 -0.023
C 0.837 -6.448 2.984 0.007
C -2.283 -2.113 -0.613 -0.041
C 0.261 -5.437 2.228 -0.241
C -0.295 3.802 -0.074 -0.778
C 1.215 -4.899 4.783 -0.076
C 0.422 -5.121 -0.115 -0.047
C 1.375 1.613 -2.359 -0.217
C 1.644 2.454 -3.433 0.003
C 0.140 -4.153 2.763 -0.169
C 2.019 -0.563 1.847 -0.163
C 2.307 1.938 -4.531 -0.065
C -4.341 -2.035 1.219 0.007
C 3.417 5.461 -1.981 -0.084
C 2.428 -0.225 -3.479 -0.068
C 1.609 0.578 1.180 -0.150
C 2.502 1.665 1.176 -0.127
C -3.513 -2.641 -0.950 -0.068
H -2.837 0.630 4.000 0.097
H 3.211 0.211 -5.426 0.103
H 4.360 6.006 -3.835 0.098
H -5.131 -1.978 1.957 0.124
H 0.021 -4.126 -0.316 0.070
H 4.333 5.102 -1.530 0.104
H -2.807 0.987 2.262 0.060
H 1.728 -2.479 2.477 0.121
H -1.423 -3.408 1.608 0.154
H -4.003 -0.245 -3.965 0.118
H 5.619 -1.890 3.035 0.098
H -7.601 0.656 -1.789 0.098
H 1.581 -4.688 5.779 0.106
H 5.123 0.377 2.888 0.104
H 2.729 -1.264 -3.497 0.105
H 0.141 6.721 -3.569 0.112
H 4.911 -1.219 4.529 0.098
H -5.521 -3.008 -0.269 0.108
H 0.242 -5.760 -0.976 0.094
H 2.213 2.596 0.711 0.067
H 2.258 6.857 -4.834 0.102
H 1.770 -6.971 4.836 0.106
H 2.236 5.015 -0.250 0.107
H 1.557 -0.354 -1.519 0.099
H 1.496 -5.054 0.069 0.101
H -1.465 -2.114 -1.325 0.123
H -3.756 1.463 -0.073 0.100
H -1.369 0.302 3.055 0.066
H 1.338 3.490 -3.402 0.100
H 0.900 -7.437 2.552 0.124
H -3.668 -3.063 -1.934 0.112
H -0.622 6.755 -1.071 0.135
H -6.497 -0.188 -3.838 0.104
H 0.484 -2.903 4.464 0.128
H 4.790 -2.962 4.189 0.093
H 4.405 2.446 1.746 0.105
H 2.520 2.581 -5.375 0.106

=====

[2]
87
Properties=species:S:1:pos:R:3:lowdin_charge:R:1 method="wB97M-V/def2-TZVPD" e_homo_ev=-7.2 homo_lumo_gap_ev=7.24 charge=0 e_above_lowest_kj_mol=0.0
Mo 1.174 -1.088 1.285 1.297
Cl -1.686 -2.421 0.823 0.748
Cl 0.705 -2.331 5.640 0.710
P 0.544 1.185 1.803 1.023
O 1.995 -2.865 0.155 -0.057
O 1.104 -1.114 -0.795 -0.223
N -0.337 -1.553 -2.989 0.100
N 0.443 -1.765 2.720 -0.205
C -0.622 -2.798 4.635 -0.606
C 0.448 -2.669 -3.143 -0.194
C 2.274 3.359 1.145 -0.076
C -3.026 0.022 -4.950 -0.084
C 3.035 -0.267 2.008 -0.252
C -2.157 3.956 0.314 -0.048
C 1.326 -3.099 -2.131 -0.079
C -1.401 0.936 5.388 -0.051
C -2.196 0.312 3.099 -0.050
C -1.004 1.569 -0.399 -0.089
C -2.319 0.509 -6.039 -0.052
C -2.761 -3.557 3.031 -0.104
C 3.523 3.851 0.809 -0.085
C -0.943 0.342 -6.135 -0.225
C 1.504 -2.357 -0.876 -0.572
C 1.101 -4.599 -4.447 -0.071
C 4.623 3.000 0.846 -0.080
C -0.250 -0.330 -5.117 -0.163
C 1.967 -5.028 -3.441 -0.086
C -0.981 -0.858 -4.048 -0.214
C 1.041 1.815 4.457 -0.085
C -1.902 2.169 -1.266 -0.068
C -1.242 3.374 1.190 -0.267
C -0.464 1.437 6.280 -0.082
C 0.348 -3.454 -4.304 -0.023
C -2.357 -0.675 -3.961 -0.035
C -2.490 3.369 -0.897 -0.072
C 1.248 -0.451 -5.159 -0.020
C -0.932 4.104 2.473 -0.044
C 3.231 1.164 1.588 -0.314
C -0.207 0.897 -7.326 -0.051
C 2.060 -4.278 -2.290 -0.016
C -0.591 -2.475 3.277 -0.427
C 0.094 1.335 3.560 -0.311
C 2.127 2.030 1.533 -0.316
C -2.754 -3.866 4.385 -0.080
C 0.766 1.873 5.815 -0.078
C -1.690 -3.487 5.187 -0.105
C 4.478 1.677 1.226 -0.046
C -1.687 -2.870 2.503 -0.594
C -1.145 0.870 4.022 -0.276
C -0.669 2.147 0.826 -0.297
H -0.906 1.325 -8.043 0.074
H 0.371 0.124 -7.837 0.086
H -3.201 3.854 -1.553 0.104
H -4.097 0.167 -4.885 0.102
H -1.571 3.757 3.289 0.090
H 3.637 4.881 0.498 0.100
H 1.005 -5.179 -5.357 0.106
H -3.588 -3.840 2.394 0.106
H -1.107 5.172 2.343 0.083
H 3.914 -0.867 1.756 0.050
H -1.676 -3.722 6.242 0.105
H 5.601 3.373 0.567 0.102
H -0.250 -1.061 -2.114 0.097
H -2.141 1.702 -2.213 0.092
H 1.570 -1.351 -5.689 0.090
H 2.904 -0.318 3.094 0.053
H -0.690 1.469 7.338 0.104
H -2.353 0.575 5.757 0.113
H 2.000 2.159 4.088 0.107
H 1.663 -0.504 -4.152 0.086
H -1.762 -0.331 2.329 0.007
H 1.406 4.003 1.071 0.095
H -2.608 4.903 0.590 0.111
H 0.496 1.681 -7.036 0.082
H -2.842 1.036 -6.828 0.107
H -2.922 -0.275 3.662 0.086
H -0.337 -3.146 -5.083 0.119
H 2.546 -5.933 -3.558 0.099
H 5.340 1.020 1.245 0.110
H 1.511 2.253 6.502 0.104
H -2.886 -1.097 -3.116 0.115
H -0.549 0.622 -0.668 0.062
H -3.587 -4.403 4.817 0.106
H -2.733 1.110 2.581 0.089
H 0.096 3.967 2.801 0.059
H 2.707 -4.580 -1.478 0.120
H 1.695 0.404 -5.663 0.073

=====

[3]
91
Properties=species:S:1:pos:R:3:lowdin_charge:R:1 method="wB97M-V/def2-TZVPD" e_homo_ev="-7.7 / -7.7" homo_lumo_gap_ev="5.85 / 5.86" charge=0 e_above_lowest_kj_mol=0.0
Rh 0.578 0.188 0.975 1.177
Cl -0.790 3.128 3.713 0.735
F -5.756 -0.680 -2.150 0.059
O 0.650 -1.647 1.845 -0.157
O 0.920 -3.845 1.809 0.043
O -1.120 -0.876 -0.390 -0.012
O 1.706 -2.475 -1.394 0.099
O 1.961 -0.446 -0.396 -0.160
N -2.733 -4.575 0.278 0.021
N -1.225 1.056 1.406 -0.020
N -0.293 2.623 -0.035 0.135
N 0.782 1.977 0.213 -0.067
C 4.325 -0.588 -2.285 -0.218
C -5.595 -2.849 -1.255 0.047
C -2.966 -2.317 -0.523 -0.036
C -1.604 -1.974 -0.076 -0.298
C -1.321 -0.081 6.014 -0.086
C 0.321 -2.830 1.480 -0.590
C -0.318 -0.941 5.575 -0.076
C -0.579 1.570 4.444 -0.621
C -3.521 -3.586 -0.288 -0.076
C 4.207 -2.514 1.012 -0.015
C -3.242 -5.955 0.259 -0.307
C 1.486 1.181 3.101 -0.010
C 5.674 -0.261 -2.330 -0.023
C 3.199 1.983 0.284 -0.015
C -3.768 1.959 0.828 -0.045
C 2.344 -1.518 -1.011 -0.589
C 1.991 2.596 -0.080 -0.236
C -3.723 -1.335 -1.167 0.063
C 4.406 2.544 -0.079 -0.050
C 3.252 4.410 -1.052 -0.075
C -5.010 -1.620 -1.534 -0.259
C 7.994 -0.217 -1.347 -0.060
C -4.692 -5.925 0.737 -0.140
C 3.377 -0.130 -3.356 -0.026
C 0.569 -0.537 4.606 -0.037
C -5.517 -5.153 -0.285 -0.133
C 2.040 3.844 -0.722 -0.009
C -2.278 0.521 2.016 -0.114
C -3.564 0.946 1.767 -0.026
C 6.060 -1.405 -0.267 -0.018
C -2.684 2.535 0.214 0.015
C 3.862 -1.341 -1.206 -0.060
C -2.391 -6.925 1.062 -0.043
C -1.526 -4.244 0.765 0.040
C 4.442 3.752 -0.762 -0.059
C 0.497 0.751 4.023 -0.344
C 4.710 -1.743 -0.178 -0.207
C -4.865 -3.837 -0.628 -0.131
C -1.460 1.168 5.428 -0.126
C -0.974 -2.999 0.698 -0.015
C 6.549 -0.644 -1.319 -0.287
C -1.398 2.071 0.520 -0.331
H -2.256 1.832 5.737 0.103
H -4.773 2.276 0.587 0.115
H -4.739 -5.445 1.717 0.133
H 2.722 0.653 -2.966 0.081
H 6.046 0.336 -3.156 0.112
H -5.073 -6.941 0.843 0.120
H 3.272 5.374 -1.542 0.105
H 2.746 -0.956 -3.684 0.087
H 1.110 4.345 -0.944 0.105
H 1.536 2.217 2.800 0.034
H 4.459 -1.986 1.933 0.084
H 2.393 0.596 3.021 0.067
H 3.918 0.263 -4.216 0.074
H 3.130 -2.658 0.986 0.053
H 4.674 -3.500 1.054 0.090
H 6.730 -1.725 0.524 0.117
H 1.341 -1.206 4.250 0.115
H 3.180 1.064 0.849 0.090
H -1.399 -7.037 0.627 0.090
H -5.607 -5.751 -1.197 0.127
H 5.329 2.041 0.175 0.111
H -2.870 -7.902 1.051 0.086
H -6.529 -4.979 0.084 0.121
H 5.387 4.189 -1.055 0.107
H 8.367 -0.069 -0.334 0.072
H -6.627 -3.018 -1.532 0.132
H -0.934 -5.004 1.253 0.129
H -2.291 -6.602 2.098 0.094
H 8.611 -0.981 -1.824 0.079
H -0.239 -1.931 6.002 0.107
H -3.240 -6.279 -0.789 0.161
H -3.278 -0.370 -1.365 0.128
H -4.397 0.498 2.288 0.115
H 8.113 0.709 -1.908 0.070
H -2.070 -0.267 2.731 0.135
H -2.777 3.311 -0.531 0.120
H -1.994 -0.381 6.805 0.101

=====

[4]
91
Properties=species:S:1:pos:R:3:lowdin_charge:R:1 method="wB97M-V/def2-TZVPD" e_homo_ev="-12.7 / -12.6" homo_lumo_gap_ev="6.03 / 5.56" s2=0.766 multiplicity=2 charge=+2 e_above_lowest_kj_mol=304.9
Ir -0.753 -0.344 -0.478 1.249
S -2.610 -1.975 -0.190 0.847
P 1.208 0.996 0.207 1.084
O -0.033 -1.472 1.162 -0.289
O 0.697 -2.142 3.809 -0.068
O -1.609 -0.844 -2.451 -0.264
N 0.530 -1.807 -1.463 -0.085
N 0.340 -1.925 -2.811 0.091
N -2.404 0.986 0.481 0.030
N -4.223 -2.539 1.817 -0.106
N -0.197 1.281 -2.335 0.036
N -3.556 -0.472 1.959 0.036
C 3.589 -3.290 1.956 -0.049
C 1.547 0.709 2.946 -0.095
C 0.647 2.204 4.597 -0.040
C 5.568 -0.192 -0.606 -0.042
C 1.356 1.055 4.273 -0.038
C 0.964 4.826 -2.300 -0.036
C -0.766 -1.428 -3.235 -0.486
C -3.093 0.813 1.617 -0.213
C 2.931 0.512 -0.065 -0.324
C 3.932 0.793 0.862 -0.060
C -0.693 -1.849 3.727 -0.060
C -2.510 3.366 0.816 -0.036
C -0.269 -1.396 -6.961 -0.061
C 1.832 3.675 -0.378 -0.057
C -2.629 -1.308 -6.489 -0.059
C -3.128 3.170 2.038 -0.012
C 1.460 -2.426 2.720 -0.228
C -4.795 -2.006 2.958 0.003
C -3.461 -1.609 1.216 -0.627
C 5.246 0.436 0.587 -0.041
C -2.159 2.254 0.091 -0.121
C 1.571 -2.393 -0.992 -0.066
C 0.319 2.665 2.259 -0.096
C 1.738 4.825 -1.144 -0.039
C 3.210 -3.087 0.657 -0.026
C 0.307 3.675 -2.708 -0.004
C 3.270 -0.066 -1.290 -0.107
C -4.389 -0.738 3.061 -0.003
C 4.579 -0.421 -1.556 -0.050
C 0.127 3.004 3.588 -0.056
C -3.429 1.884 2.438 0.035
C 0.004 -1.486 -5.606 -0.028
C 0.422 2.518 -1.949 -0.332
C 1.092 -2.124 1.382 -0.287
C -1.583 -1.306 -7.402 -0.059
C -2.362 -1.369 -5.131 -0.020
C 1.149 2.525 -0.769 -0.303
C 1.962 -2.514 0.365 -0.168
C 2.703 -2.967 2.984 0.031
C -4.451 -3.877 1.284 -0.010
C 1.045 1.520 1.928 -0.329
C -1.044 -1.461 -4.687 -0.161
H -3.403 4.007 2.666 0.134
H -0.066 3.302 1.478 0.084
H -4.626 -0.022 3.821 0.122
H 2.419 3.669 0.533 0.123
H 2.265 5.719 -0.840 0.120
H 2.110 -0.179 2.701 0.097
H -1.669 2.360 -0.862 0.087
H -0.422 3.903 3.840 0.115
H -4.809 -3.812 0.259 0.095
H -3.525 -4.451 1.289 0.100
H -0.995 1.426 -2.949 0.118
H 3.703 1.299 1.789 0.106
H 4.550 -3.723 2.191 0.118
H 3.872 -3.362 -0.155 0.124
H -0.267 3.666 -3.627 0.127
H -1.792 -1.234 -8.461 0.114
H 2.511 -0.236 -2.046 0.093
H 0.462 0.690 -2.837 0.095
H -5.451 -2.573 3.594 0.145
H 4.836 -0.870 -2.507 0.120
H -3.943 1.738 3.372 0.113
H 0.883 5.724 -2.896 0.122
H 6.018 0.662 1.310 0.119
H -3.166 -1.358 -4.407 0.117
H -3.652 -1.256 -6.835 0.112
H 1.023 -1.563 -5.249 0.109
H 0.544 -1.394 -7.674 0.112
H 2.206 -2.888 -1.723 0.156
H -1.214 -2.575 3.100 0.094
H 0.505 2.478 5.634 0.118
H 1.761 0.424 5.053 0.125
H -2.295 4.356 0.438 0.132
H -5.195 -4.376 1.898 0.105
H 6.588 -0.494 -0.798 0.119
H 2.962 -3.151 4.019 0.136
H -0.868 -0.843 3.343 0.072
H -1.058 -1.917 4.749 0.103

=====

[5]
91
Properties=species:S:1:pos:R:3:nbo_charge:R:1 method="wB97M-V/def2-TZVPD" e_homo_ev=-3.7 homo_lumo_gap_ev=5.53 charge=-1
Zn -0.154 2.124 -0.156 1.311
S 1.234 -1.818 -0.019 -0.242
S -2.600 1.863 0.206 -0.463
S -2.966 6.176 0.052 0.455
S -5.890 6.668 0.246 -0.174
S -4.739 3.906 0.239 0.441
S -0.484 4.621 -0.107 -0.453
P -0.025 0.111 -2.190 0.833
P -0.170 0.318 2.077 0.825
Si 2.126 1.487 0.035 0.746
N 1.266 -4.317 0.603 -0.610
N -0.801 -3.500 -0.107 -0.803
C -0.911 3.667 4.237 -0.192
C 3.291 -0.670 4.048 -0.246
C -1.739 -1.549 -3.717 -0.152
C -2.360 -1.261 2.290 -0.239
C 1.772 0.204 -2.542 -0.334
C -0.986 -1.246 2.545 -0.235
C -2.500 -3.531 3.050 -0.242
C 3.885 0.140 1.875 -0.210
C -3.113 -2.390 2.549 -0.213
C -0.478 -1.394 -3.142 -0.348
C 4.499 0.080 -3.071 -0.216
C 1.963 -0.393 3.776 -0.148
C 2.563 0.456 1.590 -0.403
C 4.250 -0.436 3.077 -0.209
C 0.499 -3.290 0.183 0.318
C -2.190 4.598 0.045 -0.422
C -2.717 2.644 -3.866 -0.211
C -1.593 0.990 4.466 -0.243
C -1.291 -3.863 -4.172 -0.228
C -0.416 2.748 3.333 -0.228
C 2.238 -0.177 -3.799 -0.209
C 0.907 -5.707 0.687 -0.421
C -1.979 3.416 -4.746 -0.204
C -2.093 1.658 -3.124 -0.208
C 1.591 0.123 2.539 -0.368
C -1.131 -3.536 3.261 -0.238
C -4.610 5.638 0.183 -0.560
C -3.022 3.531 0.149 -0.421
C -0.725 1.422 -3.265 -0.383
C -0.373 -2.405 3.005 -0.244
C -2.141 -2.771 -4.228 -0.237
C 4.036 0.481 -1.834 -0.150
C -1.759 3.254 5.253 -0.218
C -2.087 1.914 5.370 -0.217
C 0.368 -2.503 -3.098 -0.212
C -0.615 3.210 -4.865 -0.231
C 2.680 0.591 -1.554 -0.443
C 0.013 2.218 -4.131 -0.148
C 3.592 -0.216 -4.073 -0.232
C 3.413 2.913 0.186 -1.092
C -0.032 -3.721 -3.611 -0.211
C -0.763 1.401 3.428 -0.245
H -1.284 -4.273 0.324 0.392
H -1.875 -0.051 4.559 0.209
H 5.563 0.021 -3.259 0.201
H 0.287 -5.911 1.564 0.190
H 0.375 -6.028 -0.209 0.201
H -4.178 -2.383 2.365 0.213
H -1.603 -4.825 -4.552 0.202
H 3.576 -1.073 5.012 0.203
H -2.827 -0.371 1.884 0.250
H -1.346 -2.671 -0.297 0.428
H -3.089 -4.410 3.279 0.206
H -0.033 3.832 -5.531 0.204
H 3.939 -0.482 -5.061 0.205
H -2.744 1.586 6.165 0.202
H 5.284 -0.689 3.266 0.202
H 4.647 0.343 1.140 0.198
H -3.124 -2.875 -4.672 0.207
H 1.207 -0.575 4.529 0.203
H 4.435 2.550 0.228 0.206
H -0.652 4.712 4.139 0.216
H 4.750 0.729 -1.064 0.187
H 1.338 -2.403 -2.638 0.235
H 0.223 3.076 2.521 0.226
H -2.465 4.184 -5.333 0.207
H 3.331 3.582 -0.664 0.233
H -3.776 2.819 -3.741 0.215
H 1.820 -6.290 0.768 0.214
H 2.218 -4.047 0.792 0.420
H 0.630 -4.576 -3.562 0.202
H 1.531 -0.455 -4.569 0.218
H -2.662 1.090 -2.400 0.240
H 0.696 -2.427 3.162 0.228
H 1.081 2.081 -4.223 0.209
H -0.647 -4.424 3.650 0.203
H -2.174 3.975 5.945 0.206
H -2.417 -0.710 -3.765 0.215
H 3.235 3.492 1.087 0.233